ORCA calculation (the ωB97M-V functional and the def2-TZVPD basis) on a structure of composition C21H33F3O5PRuS5.

Each line ends with the natural charge from an NBO analysis.
Atoms and positions in Å:
C  3.821  -3.457  -0.040  0.872
H  0.794  1.511  -2.465  0.207
H  -1.657  -2.587  -0.331  0.199
C  -0.215  -1.520  0.876  -0.544
C  0.944  0.445  -2.648  -0.422
C  0.148  -1.507  2.366  -0.421
H  -0.648  -1.032  2.939  0.199
S  4.430  3.556  -2.808  -0.215
H  -2.267  0.496  2.134  0.182
P  0.126  0.066  -0.002  1.009
O  2.532  3.334  3.953  -0.989
C  0.691  0.136  -4.119  -0.403
H  -2.021  4.503  -0.213  0.201
C  0.354  -2.951  2.846  -0.389
H  -3.886  2.331  0.762  0.179
H  -0.118  -4.327  1.233  0.198
H  1.448  0.618  -4.740  0.214
F  3.077  -4.173  0.838  -0.347
C  -2.296  2.662  2.162  -0.403
C  -0.721  0.588  -4.537  -0.398
H  -2.162  -0.623  -1.631  0.201
H  -2.178  0.803  -0.190  0.198
C  -2.299  3.446  -0.221  -0.396
C  -0.598  -3.929  2.134  -0.406
C  -1.890  -3.222  1.731  -0.398
H  1.980  0.234  -2.382  0.255
H  -1.526  3.411  2.366  0.217
S  2.473  3.186  -0.563  -0.169
H  -0.603  2.563  -1.242  0.215
H  -2.386  -1.379  0.710  0.194
C  -1.686  0.594  -3.343  -0.394
O  2.514  -2.435  -1.736  -0.680
H  0.806  -0.943  -4.267  0.195
C  -1.617  1.323  1.834  -0.419
H  0.522  -2.171  0.394  0.245
C  0.023  -0.431  -1.777  -0.558
C  -1.387  -0.565  -2.397  -0.406
H  1.389  -3.247  2.665  0.219
C  -1.296  1.203  0.328  -0.539
C  2.978  -2.274  -0.613  0.705
O  1.201  2.314  2.168  -1.057
H  -2.872  3.280  -1.139  0.185
C  -1.606  -2.145  0.669  -0.397
C  3.795  2.674  -1.560  -0.517
S  3.376  0.785  2.859  -0.553
H  -2.333  -2.759  2.619  0.189
F  4.222  -4.319  -0.992  -0.335
C  -1.018  2.601  -0.234  -0.423
H  -2.881  2.559  3.079  0.198
H  -0.681  1.590  -4.976  0.196
H  0.499  -1.419  -1.771  0.275
H  -2.722  0.552  -3.691  0.191
H  0.194  -2.992  3.927  0.192
S  1.903  2.125  3.472  2.262
H  -1.586  1.532  -2.787  0.200
H  -0.699  1.259  2.418  0.272
S  4.411  1.139  -1.031  -0.177
H  -1.110  -0.076  -5.316  0.183
C  -3.172  3.127  1.004  -0.398
H  -3.769  3.999  1.284  0.193
H  1.048  -0.920  2.552  0.256
H  -0.809  -4.790  2.773  0.193
Ru  2.526  0.971  0.604  1.118
H  -1.449  -1.508  -2.953  0.195
H  -0.246  3.062  0.386  0.252
H  -2.629  -3.934  1.351  0.192
O  2.847  -1.342  0.217  -0.763
F  4.915  -3.062  0.615  -0.324
O  1.055  1.457  4.446  -1.011

Calculated values
- DFT total energy: -3923.1424 Ha
- Orbital gap (alpha / beta): 5.8 / 6.8 eV
- <S²>: 8.766
- Charge: -2
- Multiplicity: 6
- HOMO energy (alpha / beta): -1.428 / -2.525 eV